{
  "formula": "C17H15N7O6Sc",
  "method": "wB97M-V/def2-TZVPD",
  "symbols": ["Sc", "N", "N", "C", "O", "O", "H", "H", "H", "C", "C", "C", "C", "C", "C", "N", "N", "C", "C", "C", "C", "C", "N", "H", "H", "H", "H", "H", "H", "H", "H", "H", "O", "C", "O", "C", "C", "N", "N", "C", "C", "O", "O", "H", "H", "H"],
  "xyz": [[-0.460, -0.762, -0.437], [0.130, -3.108, -0.969], [0.095, -2.626, -2.318], [-1.130, -2.023, -2.703], [-1.449, -1.912, -3.846], [-1.756, -1.541, -1.624], [1.056, -3.495, -0.826], [-0.554, -3.855, -0.851], [0.450, -3.260, -3.026], [-3.991, 3.642, -1.439], [-3.732, 2.411, -2.022], [-3.009, 1.457, -1.319], [-2.571, 1.758, -0.038], [-2.824, 2.988, 0.562], [-3.537, 3.929, -0.153], [-1.842, 0.722, 0.642], [-1.647, 0.893, 1.859], [-0.942, -0.183, 2.510], [-0.765, -0.043, 3.872], [-0.136, -1.078, 4.548], [0.291, -2.191, 3.836], [0.096, -2.220, 2.466], [-0.504, -1.227, 1.803], [-4.546, 4.388, -1.991], [-4.082, 2.185, -3.018], [-2.812, 0.491, -1.766], [-2.464, 3.205, 1.556], [-3.741, 4.895, 0.287], [-1.130, 0.843, 4.368], [0.013, -1.021, 5.617], [0.768, -3.026, 4.328], [0.415, -3.068, 1.871], [4.654, 2.005, -2.053], [4.979, 0.967, -1.293], [6.113, 0.645, -1.076], [3.867, 0.107, -0.776], [4.119, -1.021, -0.020], [2.929, -1.551, 0.316], [1.904, -0.839, -0.189], [2.470, 0.163, -0.847], [1.545, 1.127, -1.504], [1.949, 2.096, -2.100], [0.283, 0.800, -1.334], [3.681, 2.118, -2.113], [5.056, -1.442, 0.299], [2.763, -2.344, 0.911]],
  "forces_ev_per_a": [[0.773, -0.772, 0.491], [-0.204, 0.091, -0.086], [0.049, -0.063, -0.172], [-0.371, 0.306, 0.483], [-0.013, -0.161, -0.072], [-0.242, -0.257, -0.880], [0.015, 0.059, 0.046], [0.087, -0.020, 0.050], [0.034, 0.012, 0.045], [-0.006, -0.013, -0.020], [0.105, -0.103, 0.124], [-0.164, 0.059, -0.320], [0.412, -0.623, 0.432], [-0.124, 0.217, -0.068], [0.026, -0.030, 0.024], [-0.176, 0.635, 0.013], [0.083, -0.532, 0.132], [-0.267, 0.764, -0.189], [0.046, -0.279, 0.081], [-0.013, 0.049, 0.011], [-0.021, -0.004, -0.108], [-0.015, 0.005, 0.084], [-0.058, 0.102, -0.033], [-0.008, 0.023, 0.008], [-0.018, 0.028, -0.021], [0.011, 0.048, 0.069], [0.022, -0.040, 0.012], [0.005, 0.014, 0.006], [-0.016, 0.009, -0.006], [0.010, -0.003, 0.012], [0.007, -0.008, 0.023], [0.003, 0.002, 0.010], [0.117, -0.157, 0.356], [0.024, -0.064, -0.691], [0.062, 0.070, 0.207], [0.164, -0.108, 0.278], [-0.159, 0.070, 0.100], [0.007, 0.110, -0.197], [-0.050, -0.140, 0.248], [0.047, 0.097, -0.096], [-0.637, 0.041, 0.007], [0.034, 0.017, -0.027], [0.526, 0.450, -0.277], [-0.149, 0.108, -0.095], [0.047, -0.005, -0.006], [-0.003, -0.007, 0.010]],
  "lowdin_charge": [1.089, -0.003, 0.004, -0.661, 0.149, -0.147, 0.099, 0.122, 0.155, -0.042, -0.037, -0.003, -0.233, -0.006, -0.049, 0.012, 0.130, -0.274, 0.035, -0.005, -0.019, -0.110, 0.032, 0.116, 0.119, 0.100, 0.112, 0.115, 0.131, 0.128, 0.121, 0.109, 0.155, -0.483, 0.133, -0.020, 0.040, 0.042, 0.023, -0.125, -0.482, 0.143, -0.094, 0.071, 0.153, 0.155],
  "de_lowest_kj_mol": 19.47,
  "e_lumo_ha": -0.1848,
  "charge": 1,
  "total_energy_ev": -61287.0991,
  "gap_ev": 7.37,
  "homo_energy_ev": -12.395
}